The following is a DFT calculation (wB97M-V/def2-TZVPD) of a molecular structure, C38H52Cl2GdP2.

Values from the calculation:
- Relative energy (zero: lowest compared OMol25 entry of this formula, charge and spin): 62.0 kcal per mole
- Lowest unoccupied orbital energy (spin up / spin down): 2.61 / 2.56 eV
- HOMO level (spin up / spin down): -0.0493 / -0.1872 Ha
- Total charge: -1
- Multiplicity: 8
- Kohn-Sham gap (spin up / spin down): 3.9 / 7.7 eV
- Expectation value of S²: 15.839

Positions of all 95 atoms, in Å:
1 H 1.432 2.053 -1.785
2 H -0.885 6.843 0.934
3 H -1.768 -3.975 -4.182
4 H -1.774 6.016 3.092
5 H -0.491 -5.544 -1.886
6 H -2.441 3.179 -4.771
7 C -0.109 4.897 0.342
8 H 0.099 1.755 8.048
9 H -0.200 -2.003 -3.808
10 H 0.892 2.187 -3.476
11 H 0.962 -3.217 -1.237
12 Cl 2.277 0.220 0.671
13 H -2.557 -1.557 3.748
14 Gd -0.210 -0.331 0.985
15 C 1.485 0.169 -2.876
16 C -0.445 -5.098 -2.888
17 C 0.613 0.219 5.052
18 C 0.581 1.518 7.093
19 H 2.464 -2.152 4.920
20 C -1.241 3.960 2.727
21 H 1.247 -5.447 7.438
22 C 3.115 0.121 -4.842
23 C -1.554 -2.836 -2.383
24 C 0.083 0.468 6.322
25 P -0.163 -1.065 3.986
26 C -0.673 -3.355 5.542
27 H -2.330 0.154 4.113
28 H -1.654 3.569 3.657
29 C 1.624 1.700 -2.810
30 C -1.290 0.537 -4.309
31 H 2.907 2.206 -5.386
32 H -2.409 -2.206 -2.676
33 H -0.923 2.498 -2.395
34 H 3.040 -3.985 6.491
35 H 2.188 0.698 3.637
36 Cl -2.567 -1.283 0.532
37 H -2.209 -1.051 5.428
38 C -1.300 5.312 2.413
39 C 0.976 -3.040 -2.323
40 H 3.187 -0.114 -5.913
41 C -0.847 1.596 1.992
42 H -3.342 0.265 -4.863
43 H 1.935 -2.545 -2.547
44 H 3.175 2.463 5.089
45 C -1.977 -0.855 4.369
46 H -1.639 -2.967 -1.297
47 C 1.670 -2.773 5.347
48 C -1.772 1.820 -2.207
49 C 0.991 -4.617 6.775
50 C 1.751 0.923 4.620
51 H 3.887 -0.481 -4.340
52 C 3.039 2.133 -3.233
53 H 3.745 1.741 -2.485
54 H 4.503 1.767 -4.765
55 H 3.118 3.230 -3.202
56 C -1.661 -4.185 -3.105
57 H -1.373 1.384 2.948
58 C 1.995 -3.808 6.231
59 H -1.146 -4.971 6.872
60 C -2.568 1.036 -4.982
61 C 0.899 -4.378 -3.073
62 H -1.017 -0.431 -4.754
63 H 1.683 -1.407 -4.384
64 H -0.480 1.249 -4.522
65 H 0.985 0.085 -5.004
66 C -1.472 0.427 -2.800
67 C -3.049 2.399 -2.845
68 H 2.075 3.073 7.251
69 H 1.718 -5.031 -2.743
70 C -0.220 -2.153 -2.711
71 H -0.726 -0.162 6.704
72 C 2.292 1.925 5.426
73 C -3.060 2.359 -4.386
74 H 0.566 2.860 0.044
75 H -3.900 1.807 -2.477
76 H -2.343 -0.219 -2.589
77 H -1.891 1.760 -1.111
78 C -0.345 -4.371 6.445
79 C 1.744 -0.314 -4.318
80 C -0.681 2.996 1.809
81 C 3.427 1.611 -4.624
82 C 0.319 -2.514 5.023
83 H -1.716 -3.192 5.267
84 H 2.270 -0.261 -2.224
85 H 0.314 5.269 -0.595
86 P -0.056 -0.452 -1.951
87 C 1.684 2.251 6.646
88 H -2.577 -4.698 -2.785
89 H -3.205 3.430 -2.497
90 H -4.084 2.539 -4.730
91 C -0.007 3.543 0.666
92 H 1.056 -4.178 -4.146
93 H -0.503 -5.933 -3.594
94 C -0.774 5.791 1.198
95 H -2.387 1.145 -6.060